Entry 1:
Density functional theory data (the ωB97M-V functional and the def2-TZVPD basis) for a cluster of 2 separate species, C17H37BNO5 in total in a non-equilibrium geometry.

Summary:
HOMO-LUMO gap: 6.12 eV
2S+1: 1
charge: -1

Geometry (Å):
C: -5.837 -5.030 -3.370
C: -4.644 -5.923 -4.101
C: -3.366 -5.000 -4.611
N: -2.041 -5.379 -3.975
B: -1.621 -4.418 -2.878
O: -1.362 -5.190 -1.647
C: -0.757 -4.149 -0.756
C: -0.359 -2.864 -1.741
C: 0.960 -1.968 -1.356
C: 0.553 -1.127 0.027
C: 1.822 -0.357 0.722
C: 1.791 1.226 0.188
C: 1.957 2.316 1.427
C: 0.542 3.172 1.624
C: 0.661 4.388 2.726
C: 0.482 3.900 4.290
O: -0.911 3.694 4.713
C: -1.282 2.272 4.758
C: -0.506 1.079 5.572
O: -2.411 1.911 4.094
O: -0.396 -3.607 -3.022
H: -6.888 -5.527 -3.510
H: -5.906 -3.923 -3.800
H: -5.673 -4.910 -2.201
H: -4.275 -6.736 -3.329
H: -5.177 -6.485 -5.007
H: -3.316 -5.153 -5.790
H: -3.680 -3.882 -4.439
H: -1.290 -5.552 -4.679
H: -2.494 -3.676 -2.616
H: 0.306 -4.500 -0.371
H: -1.527 -3.717 0.014
H: -1.177 -2.037 -1.923
H: 1.278 -1.184 -2.169
H: 1.917 -2.582 -1.078
H: 0.173 -1.955 0.788
H: -0.356 -0.379 -0.161
H: 2.872 -0.857 0.458
H: 1.656 -0.319 1.901
H: 2.760 1.323 -0.502
H: 0.858 1.444 -0.493
H: 2.825 3.043 1.098
H: 2.297 1.777 2.411
H: -0.285 2.382 1.904
H: 0.335 3.692 0.579
H: -0.177 5.172 2.487
H: 1.703 4.958 2.678
H: 1.191 2.982 4.441
H: 0.925 4.768 4.979
H: 0.439 0.761 4.918
H: -1.193 0.134 5.642
H: -0.145 1.441 6.647
C: 3.966 6.451 -0.094
C: 4.632 5.119 0.181
O: 4.222 4.163 -0.787
H: 2.876 6.349 -0.069
H: 4.268 7.198 0.646
H: 4.228 6.817 -1.092
H: 4.350 4.746 1.170
H: 5.722 5.210 0.144
H: 4.485 4.500 -1.661

***

Entry 2:
Density functional theory data (the ωB97M-V functional and the def2-TZVPD basis) for a cluster of 2 separate species, C42H50BN3O5 in total in a non-equilibrium geometry.

Summary:
energy above the lowest of the compared OMol25 structures with the same formula, charge and spin: 0.00 kJ/mol
HOMO-LUMO gap: 2.75 eV
2S+1: 1

Geometry (Å):
C: -3.641 7.262 1.213
N: -3.302 5.864 1.397
C: -4.273 4.922 1.652
O: -5.462 5.124 1.773
C: -3.566 3.578 1.743
C: -4.106 2.591 0.699
C: -5.583 2.338 0.813
C: -6.448 2.712 -0.205
C: -7.808 2.514 -0.082
C: -8.325 1.942 1.061
C: -7.475 1.562 2.078
C: -6.114 1.757 1.954
N: -2.099 3.849 1.574
C: -1.116 2.912 1.675
C: 0.230 3.184 1.520
C: 1.261 2.272 1.629
C: 2.643 2.575 1.471
C: 3.608 1.555 1.615
C: 4.945 1.816 1.466
C: 5.381 3.101 1.172
N: 6.795 3.373 1.018
O: 7.154 4.538 0.758
O: 7.599 2.432 1.152
C: 4.454 4.124 1.030
C: 3.113 3.873 1.174
C: -1.913 5.328 1.339
C: -1.350 5.583 -0.054
C: -1.111 5.975 2.465
H: -4.719 7.386 1.302
H: -3.148 7.871 1.969
H: -3.323 7.597 0.228
H: -3.713 3.178 2.755
H: -3.879 2.990 -0.295
H: -3.566 1.641 0.776
H: -6.047 3.173 -1.091
H: -8.470 2.817 -0.877
H: -9.389 1.796 1.161
H: -7.876 1.123 2.977
H: -5.451 1.471 2.753
H: -1.410 1.900 1.889
H: 0.495 4.196 1.293
H: 1.018 1.251 1.859
H: 3.281 0.557 1.851
H: 5.685 1.039 1.573
H: 4.825 5.111 0.804
H: 2.409 4.677 1.061
H: -2.023 5.158 -0.795
H: -1.263 6.649 -0.254
H: -0.373 5.132 -0.198
H: -1.625 5.815 3.411
H: -0.110 5.566 2.560
H: -1.022 7.049 2.316
C: 0.082 -6.263 -2.828
C: 1.381 -5.628 -2.328
C: 2.333 -6.735 -1.861
C: 2.065 -4.662 -3.398
C: 2.944 -5.410 -4.406
C: 1.032 -3.836 -4.168
O: 2.847 -3.756 -2.606
B: 2.170 -3.708 -1.256
C: 3.252 -4.003 -0.094
C: 2.833 -4.560 1.092
C: 3.742 -4.800 2.106
C: 5.073 -4.481 1.929
C: 5.492 -3.930 0.734
C: 4.579 -3.693 -0.277
C: 1.467 -2.200 -1.069
C: 2.103 -1.358 0.016
C: -0.026 -2.249 -0.941
C: -0.847 -1.628 -1.872
C: -2.221 -1.665 -1.736
C: -2.794 -2.317 -0.664
C: -1.988 -2.928 0.274
C: -0.615 -2.891 0.136
O: 1.113 -4.778 -1.208
H: 0.261 -6.887 -3.703
H: -0.348 -6.894 -2.051
H: -0.654 -5.505 -3.082
H: 2.543 -7.448 -2.658
H: 3.270 -6.309 -1.509
H: 1.884 -7.284 -1.034
H: 2.354 -6.119 -4.987
H: 3.397 -4.709 -5.106
H: 3.748 -5.950 -3.912
H: 0.426 -4.458 -4.826
H: 0.376 -3.312 -3.478
H: 1.537 -3.092 -4.784
H: 1.794 -4.819 1.205
H: 3.411 -5.232 3.036
H: 5.783 -4.661 2.721
H: 6.531 -3.682 0.592
H: 4.887 -3.275 -1.220
H: 1.721 -1.799 -2.058
H: 3.179 -1.260 -0.129
H: 1.672 -0.357 0.045
H: 1.942 -1.813 0.993
H: -0.401 -1.110 -2.705
H: -2.850 -1.184 -2.469
H: -3.868 -2.351 -0.560
H: -2.430 -3.439 1.114
H: 0.019 -3.370 0.862

***

Entry 3:
Density functional theory data (the ωB97M-V functional and the def2-TZVPD basis) for a cluster of 4 separate species, C14H38N2O6 in total in a non-equilibrium geometry.

Summary:
energy above the lowest of the compared OMol25 structures with the same formula, charge and spin: 837.72 kJ/mol
HOMO-LUMO gap: 9.53 eV
SMILES string: COCCNCCOC.COCCNCCOC.CO.CO
2S+1: 1

Geometry (Å):
C: -17.913 -1.534 -50.242
O: -17.692 -1.746 -51.565
C: -17.292 -0.645 -52.394
C: -17.203 -0.963 -53.890
N: -16.763 0.196 -54.722
C: -16.342 -0.310 -55.980
C: -16.237 0.953 -56.927
O: -15.710 0.346 -58.063
C: -15.401 1.353 -59.059
H: -18.636 -0.945 -49.995
H: -16.935 -1.159 -49.641
H: -18.011 -2.560 -49.718
H: -16.381 -0.128 -52.126
H: -18.031 0.350 -52.748
H: -18.016 -1.189 -54.336
H: -16.443 -1.673 -53.977
H: -16.051 0.535 -54.309
H: -17.029 -0.877 -56.388
H: -15.301 -0.719 -56.087
H: -15.730 1.765 -56.367
H: -17.341 1.193 -57.115
H: -14.537 1.883 -58.765
H: -16.167 1.988 -59.304
H: -15.045 0.626 -59.798
C: -21.047 -9.548 -62.809
O: -20.184 -8.607 -61.974
C: -20.251 -8.633 -60.573
C: -19.208 -7.518 -60.140
N: -19.425 -7.407 -58.750
C: -18.588 -6.230 -58.253
C: -18.949 -6.051 -56.696
O: -18.215 -4.904 -56.313
C: -18.414 -4.713 -54.853
H: -22.231 -9.535 -62.485
H: -20.908 -10.649 -62.337
H: -21.063 -9.414 -63.818
H: -19.847 -9.512 -60.246
H: -21.266 -8.576 -60.287
H: -19.465 -6.443 -60.663
H: -18.320 -7.866 -60.354
H: -19.193 -8.341 -58.431
H: -18.859 -5.465 -58.905
H: -17.458 -6.469 -58.429
H: -18.605 -6.979 -55.993
H: -19.959 -5.852 -56.588
H: -19.551 -4.388 -54.657
H: -18.024 -3.826 -54.659
H: -17.919 -5.549 -54.237
C: -15.098 -3.744 -51.991
O: -16.541 -4.072 -51.826
H: -14.820 -3.234 -51.086
H: -15.045 -3.267 -53.036
H: -14.432 -4.460 -52.351
H: -17.041 -3.261 -51.915
C: -14.991 -4.408 -56.016
O: -15.496 -5.476 -56.814
H: -15.699 -3.587 -55.933
H: -14.016 -4.087 -56.417
H: -15.080 -4.803 -55.035
H: -16.391 -5.549 -56.728

***

Entry 4:
Density functional theory data (the ωB97M-V functional and the def2-TZVPD basis) for an isolated molecule of C6H15NO4Si in a non-equilibrium geometry.

Summary:
energy above the lowest of the compared OMol25 structures with the same formula, charge and spin: 268.51 kJ/mol
HOMO-LUMO gap (spin up / spin down): 7.32 / 7.56 eV
2S+1: 1

Geometry (Å):
C: -2.101 0.780 0.483
C: -2.472 -2.729 -0.716
C: 1.722 0.828 2.553
C: 1.545 -1.766 -0.331
C: 1.528 3.260 -1.548
C: -2.005 -1.257 -1.103
N: -2.413 -0.412 -0.099
O: -0.768 1.298 0.631
O: 1.940 1.076 1.128
O: 1.138 -0.525 -0.778
O: 1.074 1.925 -1.283
Si: 0.806 0.872 -0.068
H: -2.839 1.362 0.944
H: -1.883 -3.046 0.204
H: -3.589 -2.784 -0.649
H: -2.146 -3.485 -1.568
H: 1.673 1.874 2.964
H: 2.552 0.143 2.919
H: 0.824 0.239 2.744
H: 0.873 -2.143 0.458
H: 2.555 -1.709 0.073
H: 1.387 -2.503 -1.219
H: 2.453 3.312 -0.906
H: 0.694 3.909 -1.099
H: 1.813 3.440 -2.655
H: -0.973 -1.557 -1.086
H: -3.388 -0.400 0.007

***

Entry 5:
Density functional theory data (the ωB97M-V functional and the def2-TZVPD basis) for a structure of composition C27H25F10N3Ru in a non-equilibrium geometry.

Summary:
energy above the lowest of the compared OMol25 structures with the same formula, charge and spin: 181.74 kJ/mol
HOMO-LUMO gap (spin up / spin down): 6.64 / 3.72 eV
2S+1: 2
charge: +1

Geometry (Å):
Ru: -0.429 -0.373 0.645
C: 2.362 -2.416 4.509
C: 2.366 -1.838 3.087
C: 3.724 -1.205 2.790
C: 1.196 -0.892 2.921
C: -0.110 -1.377 3.134
C: -1.211 -0.524 3.147
C: -1.074 0.846 2.866
C: -2.233 1.791 2.955
C: 0.221 1.323 2.596
C: 1.336 0.475 2.644
H: 3.212 -3.079 4.635
H: 1.461 -2.988 4.704
H: 2.432 -1.620 5.245
H: 2.213 -2.668 2.385
H: 3.969 -0.439 3.524
H: 3.757 -0.766 1.793
H: 4.495 -1.970 2.843
H: -0.253 -2.419 3.388
H: -2.180 -0.913 3.427
H: -2.638 2.009 1.966
H: -1.917 2.732 3.400
H: -3.036 1.375 3.556
H: 0.372 2.388 2.478
H: 2.321 0.913 2.558
C: 1.947 1.823 -0.393
N: 0.855 1.052 -0.979
C: 1.385 0.167 -2.024
C: 1.803 -1.176 -1.406
N: 0.670 -1.774 -0.760
C: -0.104 -2.671 -1.369
C: -1.034 -3.378 -0.555
F: -1.094 -2.986 0.747
C: -1.835 -4.403 -1.003
F: -2.660 -5.022 -0.165
C: -1.779 -4.778 -2.352
F: -2.526 -5.772 -2.807
C: -0.943 -4.065 -3.215
F: -0.928 -4.357 -4.509
C: -0.129 -3.049 -2.743
F: 0.598 -2.369 -3.645
C: -0.199 1.954 -1.454
C: -1.436 1.219 -1.970
N: -1.933 0.297 -0.985
C: -3.101 -0.314 -1.199
C: -3.675 -1.041 -0.124
F: -2.925 -1.096 1.008
C: -4.912 -1.647 -0.156
F: -5.374 -2.268 0.924
C: -5.671 -1.585 -1.329
F: -6.873 -2.140 -1.389
C: -5.131 -0.930 -2.439
F: -5.811 -0.902 -3.578
C: -3.893 -0.312 -2.383
F: -3.438 0.268 -3.503
H: 2.394 2.496 -1.135
H: 2.722 1.147 -0.035
H: 1.586 2.424 0.439
H: 2.241 0.628 -2.529
H: 0.620 -0.030 -2.776
H: 2.563 -1.011 -0.636
H: 2.232 -1.815 -2.181
H: 0.176 2.610 -2.251
H: -0.499 2.578 -0.605
H: -1.214 0.698 -2.910
H: -2.200 1.971 -2.211

***

Repeat the fourth record exactly.
Density functional theory data (the ωB97M-V functional and the def2-TZVPD basis) for an isolated molecule of C6H15NO4Si in a non-equilibrium geometry.

Summary:
energy above the lowest of the compared OMol25 structures with the same formula, charge and spin: 268.51 kJ/mol
HOMO-LUMO gap (spin up / spin down): 7.32 / 7.56 eV
2S+1: 1

Geometry (Å):
C: -2.101 0.780 0.483
C: -2.472 -2.729 -0.716
C: 1.722 0.828 2.553
C: 1.545 -1.766 -0.331
C: 1.528 3.260 -1.548
C: -2.005 -1.257 -1.103
N: -2.413 -0.412 -0.099
O: -0.768 1.298 0.631
O: 1.940 1.076 1.128
O: 1.138 -0.525 -0.778
O: 1.074 1.925 -1.283
Si: 0.806 0.872 -0.068
H: -2.839 1.362 0.944
H: -1.883 -3.046 0.204
H: -3.589 -2.784 -0.649
H: -2.146 -3.485 -1.568
H: 1.673 1.874 2.964
H: 2.552 0.143 2.919
H: 0.824 0.239 2.744
H: 0.873 -2.143 0.458
H: 2.555 -1.709 0.073
H: 1.387 -2.503 -1.219
H: 2.453 3.312 -0.906
H: 0.694 3.909 -1.099
H: 1.813 3.440 -2.655
H: -0.973 -1.557 -1.086
H: -3.388 -0.400 0.007

***

Q: Among the records above, which one has the highest 2S+1?
A: C27H25F10N3Ru

***

Q: Among the records above, which one has the highest 2S+1?
A: C27H25F10N3Ru

***

Repeat the first record exactly.
Density functional theory data (the ωB97M-V functional and the def2-TZVPD basis) for a cluster of 2 separate species, C17H37BNO5 in total in a non-equilibrium geometry.

Summary:
HOMO-LUMO gap: 6.12 eV
2S+1: 1
charge: -1

Geometry (Å):
C: -5.837 -5.030 -3.370
C: -4.644 -5.923 -4.101
C: -3.366 -5.000 -4.611
N: -2.041 -5.379 -3.975
B: -1.621 -4.418 -2.878
O: -1.362 -5.190 -1.647
C: -0.757 -4.149 -0.756
C: -0.359 -2.864 -1.741
C: 0.960 -1.968 -1.356
C: 0.553 -1.127 0.027
C: 1.822 -0.357 0.722
C: 1.791 1.226 0.188
C: 1.957 2.316 1.427
C: 0.542 3.172 1.624
C: 0.661 4.388 2.726
C: 0.482 3.900 4.290
O: -0.911 3.694 4.713
C: -1.282 2.272 4.758
C: -0.506 1.079 5.572
O: -2.411 1.911 4.094
O: -0.396 -3.607 -3.022
H: -6.888 -5.527 -3.510
H: -5.906 -3.923 -3.800
H: -5.673 -4.910 -2.201
H: -4.275 -6.736 -3.329
H: -5.177 -6.485 -5.007
H: -3.316 -5.153 -5.790
H: -3.680 -3.882 -4.439
H: -1.290 -5.552 -4.679
H: -2.494 -3.676 -2.616
H: 0.306 -4.500 -0.371
H: -1.527 -3.717 0.014
H: -1.177 -2.037 -1.923
H: 1.278 -1.184 -2.169
H: 1.917 -2.582 -1.078
H: 0.173 -1.955 0.788
H: -0.356 -0.379 -0.161
H: 2.872 -0.857 0.458
H: 1.656 -0.319 1.901
H: 2.760 1.323 -0.502
H: 0.858 1.444 -0.493
H: 2.825 3.043 1.098
H: 2.297 1.777 2.411
H: -0.285 2.382 1.904
H: 0.335 3.692 0.579
H: -0.177 5.172 2.487
H: 1.703 4.958 2.678
H: 1.191 2.982 4.441
H: 0.925 4.768 4.979
H: 0.439 0.761 4.918
H: -1.193 0.134 5.642
H: -0.145 1.441 6.647
C: 3.966 6.451 -0.094
C: 4.632 5.119 0.181
O: 4.222 4.163 -0.787
H: 2.876 6.349 -0.069
H: 4.268 7.198 0.646
H: 4.228 6.817 -1.092
H: 4.350 4.746 1.170
H: 5.722 5.210 0.144
H: 4.485 4.500 -1.661